C44H81BrN2O13PS | ωB97M-V/def2-TZVPD

Each line ends with the Löwdin charge.
CARTESIAN COORDINATES (ANGSTROEM)
1 C -1.71277 5.68100 -0.64593  0.02
2 C -2.90517 5.07659 -0.30946  -0.04
3 C -3.10076 3.53273 -0.23426  -0.45
4 O -3.34121 2.99988 0.82675  0.11
5 O -2.99910 2.70288 -1.34721  -0.07
6 C -1.63218 2.55190 -1.78863  -0.16
7 C -0.71817 1.76127 -0.75972  -0.14
8 C 0.76732 2.35408 -0.69255  -0.19
9 C 1.80565 1.18178 -0.59346  -0.19
10 C 3.32097 1.69392 -0.61980  -0.16
11 C 3.75754 2.42811 0.69161  -0.09
12 N 4.65391 1.71555 1.62615  0.05
13 C 4.50875 1.92146 3.02552  -0.12
14 C 3.47506 2.79345 3.82407  -0.08
15 O 4.20357 3.97371 4.29219  -0.14
16 O 5.10592 4.25556 3.27388  -0.05
17 C 5.55685 1.13816 3.70220  -0.26
18 P 5.88840 1.07797 5.57432  0.92
19 C 4.29355 0.55665 6.40780  -0.26
20 O 7.00340 -0.12459 5.95918  -0.36
21 N 6.29740 0.48113 2.66398  -0.37
22 S 7.68322 -0.54536 2.84444  0.84
23 C 5.70697 0.87671 1.46874  -0.22
24 C 6.28880 0.39320 0.11543  -0.07
25 C 5.88025 -1.07122 -0.29718  -0.74
26 O 5.68379 -1.30733 -1.44643  0.05
27 Br 5.71121 -2.57535 0.95787  0.81
28 H -0.72919 5.36642 -0.21707  0.07
29 H -1.73355 6.52993 -1.37820  0.07
30 H -3.76428 5.76430 -0.10131  0.11
31 H -1.17971 3.55105 -2.04486  0.11
32 H -1.68055 1.97419 -2.77331  0.13
33 H -0.68692 0.69852 -1.13835  0.11
34 H -1.19334 1.70659 0.25949  0.11
35 H 0.88965 2.97102 -1.62333  0.12
36 H 0.77249 3.01570 0.22523  0.11
37 H 1.70016 0.57184 0.35101  0.13
38 H 1.67957 0.54560 -1.51275  0.12
39 H 3.94035 0.82652 -0.94909  0.09
40 H 3.35326 2.45584 -1.45510  0.13
41 H 4.24367 3.42117 0.46583  0.15
42 H 2.81788 2.67184 1.26298  0.11
43 H 2.61387 3.16977 3.21553  0.12
44 H 3.04069 2.23829 4.70074  0.12
45 H 5.95526 4.49564 3.68979  0.13
46 H 3.56331 0.29079 5.59119  0.05
47 H 4.42933 -0.32019 7.09098  0.06
48 H 3.88646 1.45160 6.95512  0.05
49 H 6.50600 -0.94771 6.14104  0.06
50 H 8.71761 0.29607 3.21521  -0.07
51 H 7.40983 0.41411 0.16408  0.13
52 H 5.98154 1.09944 -0.69757  0.13
53 C -2.23816 -1.53622 -5.27998  -0.16
54 C -0.82907 -1.34508 -5.80448  -0.17
55 C -0.41730 -0.04523 -5.13783  -0.20
56 O -1.11190 0.01501 -3.88269  -0.18
57 C -2.12013 -1.00967 -3.86193  -0.19
58 H -2.58603 -2.56912 -5.32118  0.10
59 H -2.93398 -0.91697 -5.85399  0.12
60 H -0.18988 -2.16204 -5.45620  0.11
61 H -0.76704 -1.30406 -6.89190  0.12
62 H -0.72220 0.82199 -5.73308  0.12
63 H 0.65939 0.01370 -4.96352  0.11
64 H -1.78639 -1.79485 -3.17446  0.11
65 H -3.05774 -0.59460 -3.48699  0.12
66 C -2.91226 -7.41293 -4.95772  -0.17
67 C -2.14506 -6.76710 -3.81912  -0.18
68 C -1.53265 -5.55915 -4.50057  -0.21
69 O -2.43405 -5.16563 -5.53994  -0.16
70 C -3.41163 -6.19960 -5.72525  -0.20
71 H -3.71753 -8.06963 -4.62805  0.12
72 H -2.22977 -7.99636 -5.58274  0.12
73 H -2.84198 -6.44523 -3.03870  0.12
74 H -1.40081 -7.41585 -3.36334  0.09
75 H -0.57208 -5.81048 -4.96393  0.12
76 H -1.38010 -4.72137 -3.81497  0.11
77 H -4.36418 -5.83958 -5.32174  0.12
78 H -3.53844 -6.39735 -6.79100  0.12
79 C -7.13759 1.41462 -1.78043  -0.17
80 C -6.12080 2.44604 -1.33108  -0.18
81 C -6.22843 3.49163 -2.42568  -0.20
82 O -7.58002 3.45503 -2.90078  -0.14
83 C -8.22735 2.28835 -2.37600  -0.20
84 H -7.49833 0.77292 -0.97606  0.11
85 H -6.70238 0.77786 -2.55684  0.11
86 H -6.42768 2.87537 -0.37213  0.12
87 H -5.11494 2.04995 -1.21946  0.09
88 H -5.56886 3.25480 -3.26781  0.12
89 H -5.99182 4.49787 -2.07106  0.11
90 H -8.93795 2.61455 -1.60884  0.12
91 H -8.78105 1.78685 -3.17180  0.12
92 C -0.73337 3.82927 6.32779  -0.17
93 C -1.17453 2.69565 7.23548  -0.17
94 C 0.09619 1.87165 7.33815  -0.20
95 O 1.19240 2.78997 7.21911  -0.16
96 C 0.69927 4.05330 6.77881  -0.21
97 H -1.34822 4.72539 6.40972  0.12
98 H -0.75174 3.49596 5.28542  0.11
99 H -1.44839 3.08917 8.21830  0.12
100 H -2.02049 2.12695 6.84954  0.12
101 H 0.16737 1.15059 6.51589  0.11
102 H 0.17425 1.33019 8.28253  0.12
103 H 0.74107 4.75265 7.62001  0.12
104 H 1.34102 4.43426 5.98097  0.11
105 C 3.80539 -7.25234 2.23983  -0.17
106 C 5.21024 -7.02027 1.71920  -0.16
107 C 5.56153 -5.68718 2.35578  -0.24
108 O 4.85642 -5.62192 3.59953  -0.14
109 C 3.89131 -6.68227 3.64401  -0.19
110 H 3.49774 -8.29812 2.22368  0.12
111 H 3.09058 -6.67609 1.64520  0.10
112 H 5.87935 -7.80075 2.09207  0.12
113 H 5.27899 -7.00477 0.63107  0.12
114 H 5.22265 -4.84639 1.73510  0.00
115 H 6.63331 -5.57818 2.53590  0.12
116 H 4.24909 -7.43335 4.35568  0.12
117 H 2.93556 -6.29372 4.00011  0.12
118 C -4.98120 9.01419 -3.66800  -0.17
119 C -5.55851 9.14637 -2.27115  -0.17
120 C -4.46888 8.51901 -1.42135  -0.21
121 O -3.22653 8.75926 -2.09531  -0.16
122 C -3.50083 9.24077 -3.41873  -0.20
123 H -5.40385 9.71658 -4.38651  0.12
124 H -5.14632 7.99992 -4.04344  0.12
125 H -5.67058 10.20365 -2.01424  0.12
126 H -6.52714 8.66155 -2.14778  0.12
127 H -4.60284 7.43450 -1.34107  0.09
128 H -4.42742 8.94025 -0.41486  0.12
129 H -3.25217 10.30686 -3.44657  0.12
130 H -2.86827 8.71743 -4.13806  0.12
131 C 0.25100 -7.38093 0.48346  -0.17
132 C 0.78051 -8.79301 0.33409  -0.18
133 C -0.19068 -9.38718 -0.67336  -0.19
134 O -0.62319 -8.30669 -1.51294  -0.16
135 C -0.20866 -7.06768 -0.92664  -0.21
136 H 0.99041 -6.67162 0.85609  0.09
137 H -0.60349 -7.37450 1.16654  0.12
138 H 1.78978 -8.76448 -0.08830  0.11
139 H 0.81731 -9.34949 1.27116  0.11
140 H -1.07314 -9.80369 -0.17711  0.12
141 H 0.26366 -10.16750 -1.28624  0.12
142 H 0.61264 -6.66706 -1.53192  0.12
143 H -1.03702 -6.35681 -0.95013  0.12

Results
2S+1: 1
HOMO level: -0.3819 Eh
total charge: +1
energy: -6125.7186 Ha